Record 1
{"formula": "C16H25Br10NO2", "method": "ωB97M-V/def2-TZVPD", "orbital_gap_ev": 9.25, "smiles": "O=[N+]([O-])c1ccccc1.BrCCBr.BrCCBr.BrCCBr.BrCCBr.BrCCBr", "de_lowest_kj_mol": 0.0, "species": ["Br", "Br", "Br", "Br", "Br", "Br", "Br", "Br", "Br", "Br", "O", "O", "N", "C", "C", "C", "C", "C", "C", "C", "C", "C", "C", "C", "C", "C", "C", "C", "C", "H", "H", "H", "H", "H", "H", "H", "H", "H", "H", "H", "H", "H", "H", "H", "H", "H", "H", "H", "H", "H", "H", "H", "H", "H"], "xyz": [[3.355810, -5.231974, -1.870862], [7.705618, -3.891319, -0.983213], [4.293439, 0.970128, -2.305646], [0.108348, 4.206237, 1.888897], [-4.363086, -0.640284, -1.814683], [-8.185640, 2.675768, 3.272945], [-4.579864, -0.097384, 2.599098], [-1.803213, 1.364454, -5.132782], [7.077761, -0.875694, 0.867310], [-4.498230, 4.171859, 1.738361], [2.244602, -2.201565, 2.181954], [2.923204, -2.062208, 0.169419], [2.130927, -1.828466, 1.042782], [-2.503563, 0.012481, -3.888593], [0.948400, -1.045052, 0.717026], [6.126257, -5.046055, -1.175320], [-0.089490, -0.945985, 1.615207], [-6.053351, 0.786885, 3.526412], [-1.181127, -0.158745, 1.307048], [-2.620278, 4.309165, 1.223441], [5.151641, 0.547721, -0.613763], [6.345587, -0.339683, -0.852722], [4.993572, -4.206513, -1.703135], [-3.688384, 0.582617, -3.168889], [-0.190542, 0.389733, -0.779486], [0.871966, -0.466949, -0.539107], [-1.270527, 0.490512, 0.076133], [-6.966798, 1.333677, 2.465832], [-1.737729, 3.795995, 2.330241], [-0.015337, -1.524845, 2.526934], [4.452989, 0.102468, 0.085800], [-5.606403, 1.544507, 4.150013], [1.673087, -0.410709, -1.259156], [-3.394046, 1.494169, -2.657650], [6.296221, -5.943823, -1.755806], [-6.487067, 1.738670, 1.583649], [-4.473587, 0.840937, -3.872047], [-2.433713, 3.815380, 0.272687], [-1.689353, -0.217999, -3.207625], [-2.004730, 4.274022, 3.265309], [-2.115929, 1.161874, 0.000640], [-1.932520, -0.089112, 2.081666], [5.200450, -3.784583, -2.686496], [-0.141502, 0.946701, -1.710830], [7.171161, 0.118407, -1.374395], [5.976380, -1.251691, -1.312079], [5.892380, -5.310651, -0.148032], [4.803416, -3.335544, -1.079472], [-7.662719, 0.575879, 2.117096], [-6.523018, -0.048810, 4.023315], [5.444024, 1.508993, -0.196538], [-2.469611, 5.364015, 1.010125], [-2.706165, -0.886543, -4.459318], [-1.799715, 2.718932, 2.408303]], "atomic_forces_ev_per_a": [[0.1, 0.0, 0.1], [-0.2, -0.5, -0.4], [-0.1, -0.2, 0.0], [0.0, 0.0, 0.1], [0.0, 0.1, -0.2], [0.5, -0.2, -0.3], [0.2, -0.1, -0.1], [-0.2, -0.3, 0.2], [0.0, 0.2, 0.2], [0.1, -0.2, -0.1], [0.1, -0.3, 0.9], [0.8, -0.1, -1.0], [-0.5, -0.1, 0.5], [0.6, -0.2, 0.0], [-0.2, -0.1, -1.2], [-0.5, 0.4, 0.8], [0.3, -0.4, 0.3], [0.2, -0.3, -0.9], [0.0, -0.5, 0.1], [0.1, 0.5, -0.4], [0.5, 0.8, 0.4], [-0.6, -0.5, 0.4], [0.2, 0.8, -0.6], [0.1, 0.5, -0.1], [-0.4, -0.1, -1.1], [0.1, 1.3, 0.5], [0.3, 0.3, 1.6], [-1.1, 0.0, 0.0], [-0.2, 0.1, -0.3], [-0.1, 0.3, 0.1], [-0.2, -0.2, -0.3], [-0.1, 0.0, 0.3], [0.3, -0.6, 0.2], [-0.1, 0.0, 0.2], [0.4, 0.1, -0.2], [0.2, 0.5, 0.3], [-0.2, -0.2, 0.1], [-0.3, -0.4, 0.1], [0.0, 0.1, 0.0], [0.2, 0.0, 0.1], [0.0, 0.0, -0.7], [-0.2, 0.2, -0.3], [0.1, -0.4, -0.1], [-0.3, 0.0, 0.1], [-0.1, 0.1, -0.4], [0.5, -0.1, -0.2], [0.1, -0.3, 0.0], [-0.2, -0.3, 0.3], [0.1, -0.1, 0.0], [-0.1, 0.3, 0.6], [0.0, 0.0, 0.0], [0.1, 0.1, 0.3], [-0.2, 0.1, -0.1], [0.0, -0.1, 0.2]]}

Record 2
{"formula": "C16H25Br2F9NO7S2", "method": "ωB97M-V/def2-TZVPD", "orbital_gap_ev": 5.63, "total_charge": -1, "species": ["Br", "Br", "S", "S", "F", "F", "F", "F", "F", "F", "F", "F", "F", "O", "O", "O", "O", "O", "O", "O", "N", "C", "C", "C", "C", "C", "C", "C", "C", "C", "C", "C", "C", "C", "C", "C", "C", "H", "H", "H", "H", "H", "H", "H", "H", "H", "H", "H", "H", "H", "H", "H", "H", "H", "H", "H", "H", "H", "H", "H", "H", "H"], "xyz": [[-2.642465, -1.249040, -2.338723], [-3.173615, -1.553728, 1.531661], [3.408098, 2.271746, 5.018969], [-1.695705, -1.007595, -6.762845], [1.393556, 2.650831, 6.730956], [2.330319, -0.563359, 6.138480], [4.913045, 2.764197, 4.499010], [0.501230, 0.393976, 7.091447], [0.762320, 2.346684, 4.583568], [3.592807, 0.920578, 4.075591], [4.144486, 1.618327, 6.352208], [2.781235, 3.057313, 3.653973], [3.279268, 3.769610, 5.804388], [-2.873373, -1.057058, -5.936396], [3.855168, -1.257305, 0.775123], [2.634599, -3.213552, 0.472540], [-1.789809, 1.171464, 2.735887], [-0.374092, -1.165932, -6.218958], [-1.735983, 0.346911, -7.647215], [-0.719711, 2.251430, 1.047407], [-0.108768, -1.112911, 2.479918], [2.698155, -1.963495, 0.300147], [-2.182291, -0.060461, -0.763347], [1.294482, 0.361199, 5.874611], [0.295854, -0.335469, 4.800407], [-0.402288, -0.370766, 1.237089], [-1.892504, -2.150250, -8.101132], [0.919483, -0.483013, 3.333943], [-1.601270, -1.046514, 0.367065], [0.059503, -2.578094, 2.306978], [0.855281, -0.017490, 0.310862], [-1.895739, 1.595287, -6.972820], [-0.602150, 2.049389, -6.323586], [1.680745, 1.863211, 5.565561], [-1.019927, 1.066564, 1.707492], [-3.547122, 0.686904, -0.383768], [1.491853, -1.265533, -0.490877], [0.914956, -3.041615, 2.915066], [-1.815719, -3.157951, -7.693041], [1.323605, 0.516817, 2.969815], [-4.486448, 0.046174, -0.512006], [-3.661745, 1.550606, -1.146160], [-2.872932, -2.001248, -8.551769], [-1.099247, -1.981421, -8.828806], [0.566547, 0.753791, -0.497524], [-0.705297, 3.061498, -5.925540], [-2.707060, 1.537883, -6.241162], [0.159273, -1.410396, 5.204814], [-3.516384, 1.192251, 0.652573], [-0.904335, -3.075947, 2.712585], [-1.438164, 0.710322, -1.151765], [-1.290529, -2.025948, -0.128344], [1.841518, -1.178218, 3.440146], [1.928165, -0.865345, -1.481562], [1.731448, 0.474897, 0.876048], [3.512762, -0.699487, 1.515978], [0.751930, -2.078999, -0.779067], [0.219460, 2.032203, -7.044385], [-0.323150, 1.389479, -5.499723], [-0.743444, 0.135431, 4.829312], [0.174168, -2.945622, 1.236824], [-2.194050, 2.326786, -7.727923]], "atomic_forces_ev_per_a": [[0.4, 0.6, 0.4], [1.1, -0.2, -0.4], [2.5, 3.7, -2.2], [-0.1, 0.2, -0.2], [1.0, -2.0, -2.6], [-1.0, 2.3, -0.4], [-2.0, -0.9, 0.9], [1.9, 0.2, -2.0], [2.4, -1.5, 2.5], [-0.4, 1.5, 1.9], [-1.5, 0.6, -2.1], [1.4, -1.4, 2.0], [0.6, -2.5, -1.1], [0.8, 0.1, -0.2], [-2.6, -0.3, 0.0], [0.8, 4.7, -0.6], [2.1, -1.9, -2.4], [-0.7, 0.1, 0.0], [-0.1, -0.9, -0.1], [-0.3, -5.6, 1.2], [1.3, -0.3, -1.1], [-0.9, -4.1, 0.1], [-0.8, 0.2, 0.6], [-2.8, -2.9, 0.6], [0.6, -0.5, 0.5], [-0.9, 1.8, -0.2], [0.0, 0.1, -0.2], [0.4, -0.1, 1.1], [0.4, 0.3, -0.3], [-1.0, -1.5, 0.6], [0.4, -0.3, -1.4], [0.1, 0.9, 0.6], [0.2, -0.2, 0.2], [-3.9, 1.7, 1.2], [-1.0, 6.1, 0.9], [0.0, 1.3, -0.7], [1.1, 0.6, 0.1], [-1.0, 1.0, -0.9], [0.0, 0.1, 0.1], [-1.0, -1.2, 0.2], [1.6, 0.7, 0.4], [0.2, -1.3, 1.1], [0.1, 0.0, 0.1], [0.0, 0.0, 0.1], [0.2, -1.1, 1.7], [-0.1, -0.1, -0.1], [0.1, -0.2, -0.1], [0.3, 1.7, -0.4], [0.2, -1.0, -1.6], [1.5, 0.6, -0.7], [-0.9, -1.3, 0.7], [-0.4, 1.4, 0.9], [-1.3, 1.0, -0.2], [-0.5, -0.6, 1.6], [-1.7, -0.6, -0.6], [0.5, -0.2, -0.8], [1.1, 1.0, 0.6], [-0.1, 0.1, 0.0], [0.0, 0.1, 0.0], [1.7, -0.2, -0.4], [0.0, 0.7, 1.3], [0.0, -0.3, -0.1]]}

Record 3
{"formula": "C16H25Cl21O9", "method": "ωB97M-V/def2-TZVPD", "orbital_gap_ev": 9.19, "de_lowest_kj_mol": 0.0, "species": ["Cl", "Cl", "Cl", "Cl", "Cl", "Cl", "Cl", "Cl", "Cl", "Cl", "Cl", "Cl", "Cl", "Cl", "Cl", "Cl", "Cl", "Cl", "Cl", "Cl", "Cl", "O", "O", "O", "O", "O", "O", "O", "O", "O", "C", "C", "C", "C", "C", "C", "C", "C", "C", "C", "C", "C", "C", "C", "C", "C", "H", "H", "H", "H", "H", "H", "H", "H", "H", "H", "H", "H", "H", "H", "H", "H", "H", "H", "H", "H", "H", "H", "H", "H", "H"], "xyz": [[2.734561, -2.958242, 3.259241], [7.435041, 2.308038, 0.992031], [4.888081, -1.435762, 2.100671], [-0.198509, -1.424302, 5.026241], [-3.809579, 3.920648, -0.097849], [-2.647119, 2.598928, 2.330181], [-0.997009, 0.028268, -3.946289], [3.798391, 0.721718, -1.253449], [-0.421649, -2.115942, -2.069899], [1.818661, -0.327552, -3.081399], [-4.286529, -1.679212, 2.187291], [4.515171, 2.477628, 1.703391], [2.702731, -2.068502, 0.401371], [-6.200399, 0.224128, 1.398511], [-2.751899, -0.290922, -1.661989], [4.357331, -1.638892, -2.773489], [-2.163089, -0.874332, 2.850961], [5.570691, 0.003458, 0.549271], [-1.070559, 4.176428, 0.356201], [-3.449419, 0.410548, 0.311071], [-0.239639, 1.279698, 3.630951], [1.257751, 0.037818, -0.404289], [-1.199239, -1.948342, 0.468581], [-0.168489, -0.037612, 1.362941], [-1.868099, -4.167022, 0.294011], [-3.256129, -2.402532, 0.063101], [-2.215929, 2.822998, -1.608749], [-0.037499, 2.178628, -1.286619], [1.901831, 0.148548, 1.852951], [-0.806599, 2.494308, -3.333239], [-2.416649, 3.045828, 0.586521], [-1.257359, 0.301778, 0.531521], [0.194331, -2.272662, 0.568791], [-2.111019, -2.987902, 0.334011], [-4.479829, -0.020452, 1.714201], [3.244981, 0.417958, 1.503461], [-1.829089, 2.532458, -4.294209], [-1.129129, 2.555798, -2.068719], [1.018531, 0.082208, 0.829911], [-1.085449, -0.461522, -2.264709], [1.252531, 1.991578, -1.759189], [-4.403709, -3.249152, -0.168009], [5.734981, 1.766728, 0.594911], [3.091661, -0.729562, -1.954649], [-0.525149, -0.534352, 3.497781], [3.676731, -2.654512, 1.736101], [2.739741, -1.281392, -1.083029], [-5.370929, -2.784262, -0.358929], [-2.102299, 0.425328, 1.208941], [4.091241, -3.646132, 1.554491], [-0.463029, 0.249928, -1.721999], [3.704331, -0.223762, 0.751611], [-2.164279, 3.561718, -4.422169], [-2.288059, 2.125278, 0.017181], [-4.183339, 0.657288, 2.514741], [-2.648349, 1.940468, -3.886229], [-1.575809, 1.967608, -5.191369], [-1.138799, 1.275738, 0.056711], [0.828721, -1.388362, 0.629311], [3.418731, 1.359558, 0.982581], [1.857081, 1.943978, -0.853449], [5.472301, 2.145988, -0.392639], [-4.243889, -4.048472, -0.891639], [1.448481, 1.068298, -2.304409], [1.634521, 2.800578, -2.381839], [0.454481, -2.787402, -0.356119], [0.264281, -0.889132, 2.835201], [-1.641319, -0.410082, -0.199179], [0.409801, -2.940112, 1.403181], [3.960801, 0.413388, 2.325461], [-4.633659, -3.782852, 0.754161]], "atomic_forces_ev_per_a": [[-0.3, 0.2, -0.6], [-1.5, -0.5, -0.2], [0.2, -6.7, 3.3], [-0.5, 0.6, -0.2], [-1.0, -0.1, 1.3], [-0.2, 1.2, -0.8], [0.1, -2.2, -0.8], [-0.3, 0.8, -3.2], [-1.3, 0.7, -2.1], [1.7, -3.6, -2.5], [-3.4, -0.5, 0.9], [4.4, 4.7, 0.9], [2.3, -4.0, 2.1], [-0.1, 0.4, -0.2], [1.5, -1.5, -6.4], [0.1, -0.3, 0.1], [3.5, -0.2, 3.7], [6.0, 3.9, -1.4], [0.4, 0.1, 1.4], [-11.4, 0.3, 1.9], [0.0, -1.3, 1.3], [-0.7, 0.5, 4.3], [-0.5, -3.9, 1.0], [0.9, 2.8, -3.0], [0.0, 0.7, 0.6], [-1.1, -0.6, -1.4], [1.9, -1.1, -3.5], [-3.4, 1.4, -0.7], [-0.5, 0.1, -1.0], [1.5, 0.9, -0.3], [-0.7, 1.4, 1.2], [1.4, 2.2, 1.0], [-0.8, -2.6, 0.1], [1.9, -0.1, -1.1], [-0.8, 1.1, 0.1], [-0.7, -0.2, -1.5], [-1.9, 0.3, 0.3], [1.3, -0.5, 0.5], [1.0, 2.1, -1.1], [-0.1, -0.5, -1.1], [1.9, 1.9, -0.1], [-0.1, -1.8, 0.8], [0.7, 0.9, -0.7], [0.5, 0.4, -1.0], [0.9, 0.4, 1.3], [-0.2, -0.8, 2.0], [0.1, 0.8, -2.5], [0.8, 1.1, -0.4], [4.3, 0.1, 0.9], [0.2, 0.5, -0.5], [-0.2, -0.7, 0.2], [-2.2, 0.0, 1.1], [0.2, -0.1, -0.4], [-0.3, 1.6, 1.2], [-0.2, -0.4, 0.0], [-0.4, 0.4, 0.0], [0.6, 0.9, 0.0], [1.0, -0.8, 0.5], [-2.1, -3.4, -0.4], [-2.8, -1.6, 0.1], [-0.3, 0.6, -0.5], [0.4, 0.2, 0.2], [0.5, 0.4, -0.3], [-1.2, 2.4, 1.2], [-0.4, 0.5, -0.1], [0.3, -0.3, 1.0], [-0.7, -0.2, 1.2], [2.1, 0.7, 1.6], [-0.3, 0.0, 0.3], [-1.9, 0.2, 0.4], [0.3, -0.2, 0.1]]}

Record 4
{"formula": "C16H25F9MgO8", "method": "ωB97M-V/def2-TZVPD", "orbital_gap_ev": 7.22, "de_lowest_kj_mol": 289.0, "species": ["Mg", "F", "F", "F", "F", "F", "F", "F", "F", "F", "O", "O", "O", "O", "O", "O", "O", "O", "C", "C", "C", "C", "C", "C", "C", "C", "C", "C", "C", "C", "C", "C", "C", "C", "H", "H", "H", "H", "H", "H", "H", "H", "H", "H", "H", "H", "H", "H", "H", "H", "H", "H", "H", "H", "H", "H", "H", "H", "H"], "xyz": [[-0.513681, -0.227913, -0.406867], [-2.774001, 1.565617, -4.110887], [-0.635411, 4.753517, 1.134233], [3.531259, 1.759227, 2.523123], [1.052609, 3.999927, 1.996053], [-4.189471, -0.047113, -4.592717], [-0.683521, 2.718907, 2.040973], [1.849699, 1.399537, 3.947823], [3.670889, 0.325167, 4.203043], [-2.097791, -0.414323, -4.514917], [-0.023601, 1.790017, -0.323517], [1.398629, 3.631287, -0.653387], [-4.337161, -0.359033, -1.993637], [2.893229, -1.423863, 2.442673], [-1.998441, 0.086187, -1.689467], [-1.375371, -0.706833, 1.182943], [1.510029, -0.023123, 1.521173], [0.878429, -0.736173, -1.721657], [2.000149, 3.205837, -1.897377], [3.289669, 2.528717, -1.809077], [0.001239, 3.564847, 1.282703], [2.360479, -2.556563, 1.703353], [-1.992021, -1.139473, 2.329843], [1.954469, -0.928063, -2.615477], [-3.060541, 0.275457, -3.949877], [3.318599, -3.749323, 1.793043], [-5.996261, -0.976323, -0.296977], [-3.045851, -0.058453, -2.424907], [-3.186841, -0.350163, 2.914433], [-4.561511, -0.872263, -0.687867], [0.416169, 2.926167, -0.051587], [2.891869, 0.878397, 3.316123], [3.237369, -1.619933, -2.043927], [2.409649, -0.232603, 2.325593], [2.424549, -2.355253, 0.634023], [-6.555771, -0.044823, -0.211157], [1.303709, -2.711353, 1.920963], [1.527579, -1.374383, -3.513617], [4.014349, -1.263673, -2.720307], [3.527399, -3.849683, 2.858143], [4.108949, 3.162857, -1.470367], [-4.077761, 0.001987, 2.394483], [-3.570341, -0.940353, 3.746713], [-4.014191, -0.243153, 0.014093], [2.888299, -4.658193, 1.372443], [-6.482671, -1.719653, -0.928607], [-4.104201, -1.858483, -0.608197], [2.226219, 0.078747, -2.932657], [2.170389, 4.136237, -2.439107], [-6.140691, -1.436323, 0.680593], [-2.561921, -2.031173, 2.068693], [-2.622021, 0.527957, 3.227463], [3.556189, 2.009137, -2.729457], [4.256969, -3.459323, 1.320313], [1.298859, 2.710127, -2.568617], [-1.320351, -1.452653, 3.129143], [3.521879, -1.224713, -1.068757], [3.179499, 1.715217, -1.092007], [3.252109, -2.706373, -1.957197]], "atomic_forces_ev_per_a": [[1.7, -0.6, 0.2], [-0.5, 0.2, 0.1], [-1.3, -0.9, -0.9], [-0.1, 0.4, 1.1], [1.0, -1.2, 0.0], [0.2, 0.5, 0.7], [-0.1, 0.4, -0.7], [0.2, 0.6, -0.3], [1.3, 0.3, 0.9], [0.8, -0.6, -0.3], [1.2, 3.9, 0.0], [-1.8, -1.1, 1.1], [2.9, 0.6, -2.3], [1.8, -1.3, 1.5], [-5.5, -0.8, -4.0], [0.1, 0.8, -0.1], [1.1, 1.1, 0.9], [-0.2, -0.4, 0.8], [-1.0, 1.5, -2.1], [1.0, -1.6, 1.3], [0.4, 2.0, 1.5], [0.3, -0.1, -2.2], [-2.2, -1.6, -2.1], [-1.4, 0.5, 1.7], [0.3, -0.3, 0.1], [-0.2, 1.2, 1.7], [-1.0, -0.5, -0.2], [0.4, 0.5, 4.4], [1.8, 1.2, 0.9], [1.3, 0.0, 2.1], [0.9, -3.0, -0.9], [-0.8, -2.0, -2.0], [-0.5, 0.9, -0.7], [-3.5, -0.2, -2.1], [-0.6, 0.9, 0.0], [0.1, 0.1, -0.6], [0.2, 0.0, 0.5], [0.5, -0.7, -0.3], [0.4, -0.5, -0.1], [0.2, -0.7, 0.0], [-0.1, 0.1, -0.1], [0.4, -0.4, -1.0], [0.2, 0.2, 0.4], [0.1, 0.0, 0.0], [0.1, 0.2, 0.0], [-0.4, 0.4, -0.4], [0.1, 0.0, -0.2], [0.6, 0.3, -0.2], [-0.2, 0.4, 0.3], [0.8, 0.0, 0.3], [0.4, -1.3, -0.1], [-0.8, 0.6, 0.8], [-0.1, 0.4, -0.2], [-0.1, -0.3, -0.2], [-0.3, -0.6, 0.7], [0.2, 0.4, 0.3], [-0.3, 0.2, 0.1], [0.2, -0.2, 0.2], [-0.3, 0.0, -0.3]]}

What did we get for E? Answer: -26569.953792 -8049.149366 -10964.829640 -2325.496632 a.u., in the order shown.
What did we get for max |F|? Answer: 0.032 0.121 0.225 0.133 Eh/bohr, in the order shown.